ORCA calculation (wB97M-V/def2-TZVPD) on a cluster of 10 separate species, C34H94N6O15 in total in a non-equilibrium geometry.

```
149
Properties=species:S:1:pos:R:3:forces:R:3:lowdin_charge:R:1
H 3.53104 -0.13741 -6.36770 0.2 0.4 0.4 0.13
H -0.75621 1.92293 4.58465 -0.3 -0.1 -0.3 0.09
H 4.40112 -1.97971 0.13395 0.0 -0.3 -0.1 0.06
O -1.55022 -5.09045 0.94031 0.1 -0.3 -0.2 -0.19
H -2.98930 -5.48835 2.38593 0.1 0.0 0.2 0.09
H 3.67718 -5.59790 6.59934 -0.4 0.1 -0.3 0.08
C -2.52961 3.96478 4.24560 0.7 1.0 0.3 -0.21
H -1.38980 -6.36966 2.55215 -0.1 0.5 0.4 0.08
H -7.87116 0.79902 -0.27857 0.3 0.8 -0.1 0.13
H -2.02440 -1.83056 -4.90070 -0.1 -0.2 0.1 0.08
C 0.52299 -0.43874 -4.64918 0.7 -0.2 1.4 -0.05
H 3.22402 -8.24583 4.03955 0.1 -0.2 -0.6 0.13
N 1.09388 -2.71705 1.40552 0.0 0.2 0.5 -0.05
H 4.02268 0.22248 -1.15493 0.0 -0.2 0.6 0.11
C 3.90788 -6.29426 5.79330 1.2 0.3 -0.1 -0.14
H -5.03464 -2.64086 -2.57058 0.6 -0.2 0.2 0.11
C -1.10344 -3.89149 1.52254 0.0 0.2 1.0 -0.24
H -4.99356 -0.64599 -4.53198 0.4 -0.4 0.0 0.09
H 4.68179 4.17345 -3.07896 -0.3 0.2 -0.1 0.09
H 4.87066 -2.14702 -5.93460 -0.3 0.4 -0.2 0.10
H 2.81067 2.96221 0.82723 -0.2 -0.3 0.0 0.04
C 2.06527 -7.97408 1.60601 0.2 -0.5 0.6 -0.07
H -0.21094 0.27813 -4.28712 -0.2 0.0 -0.3 0.07
C 4.86870 0.17667 2.22594 -0.8 -0.5 0.8 -0.22
C 2.80267 -0.64752 -5.72414 -0.3 -0.7 -2.1 -0.22
H 1.30110 2.20598 -5.84460 0.0 0.1 0.0 0.03
O 3.48154 0.17817 2.56990 0.2 0.1 0.3 -0.07
H 1.35535 -4.96332 2.15906 -0.3 -0.3 0.2 0.03
C -6.93902 0.35128 -0.63605 -1.0 -1.9 -0.8 -0.44
O -2.48530 -1.24088 -4.30032 -0.2 0.3 0.0 -0.06
H 6.38248 1.32023 1.39418 -0.2 0.2 -0.3 0.13
C 4.18466 -2.40148 -5.10980 1.7 -1.5 -1.1 -0.15
N 1.28961 1.27232 -6.21041 0.5 0.0 -1.1 0.05
N 2.12431 -5.61332 2.17956 0.7 0.0 -0.1 0.06
C -3.06907 5.37297 4.47208 -0.5 0.0 -0.2 -0.44
H -5.05514 5.89676 4.75736 0.1 0.0 0.0 0.06
H 1.29436 3.06675 -2.46317 -0.4 0.1 0.1 0.13
C -0.62188 0.84074 0.13165 -1.7 0.4 0.9 -0.08
H -3.33440 6.87836 5.95007 0.2 0.1 0.0 0.08
C -3.10089 -1.94518 -3.24623 -0.5 -0.4 0.8 -0.24
H -6.47810 -1.84469 -0.62557 0.0 0.1 -0.6 0.07
O 4.52210 1.93596 0.60033 0.3 0.1 0.0 -0.09
O 1.88307 3.24460 0.85039 0.0 0.2 -0.3 -0.09
H -6.09285 -0.04716 -2.47521 -0.3 0.2 0.2 0.04
H 4.33960 -7.16484 6.31279 -0.3 -0.3 -0.4 0.09
C 0.65793 5.14981 1.68203 0.5 1.0 -0.2 -0.24
O 0.18462 6.39706 1.20772 -0.7 0.3 -0.8 -0.07
H -2.97382 3.31415 5.00469 -0.2 -0.3 -0.4 0.13
C 3.75756 3.59137 -2.98084 1.1 0.2 0.2 -0.11
H -2.48773 -6.85213 1.34762 -0.3 0.3 -0.3 0.09
N 0.65214 5.63619 -4.74296 1.7 -0.2 -0.7 0.04
H 1.61443 -0.40588 -0.39894 0.4 0.0 -0.1 0.07
H 1.72035 -2.26227 0.75162 0.1 -0.4 -0.1 0.07
C 2.00005 -6.96320 2.76511 -0.6 0.9 -1.7 -0.42
H -2.53758 -2.82575 -2.91918 0.1 0.0 -0.2 0.13
H 2.91719 -5.08658 2.51868 0.0 -0.1 0.1 0.06
H 5.41284 2.30361 2.43556 -0.5 -0.3 0.3 0.12
H 0.39209 1.11071 -6.63949 0.0 -0.3 0.1 0.08
H 1.49183 3.09057 -4.23189 0.4 -0.1 0.1 0.09
H -0.69278 -4.03498 2.53830 0.1 -0.5 -0.2 0.11
H -7.43824 -1.30429 0.68248 0.1 0.2 -0.1 0.08
C 0.11129 -0.39822 2.00064 -0.8 -0.3 1.4 -0.20
H -7.56927 2.01348 1.51679 -0.2 0.0 0.1 0.08
H 5.43479 -0.03213 3.14320 -0.3 0.3 0.1 0.13
H -2.77105 3.70514 3.20854 -0.1 -0.5 0.1 0.12
H 4.70793 -5.85139 5.17505 0.1 0.0 0.4 0.09
H -1.67050 4.84556 -4.18009 0.0 0.2 0.5 0.08
H 1.99266 5.15146 -0.06381 -0.2 -0.1 -0.1 0.11
C -5.74646 0.78196 0.15904 0.7 0.1 0.4 -0.23
H -1.33643 3.64240 -2.91092 0.0 -0.2 -0.1 0.07
H 5.05608 2.57234 0.11192 -0.2 0.0 -0.1 0.09
H -0.15272 4.43693 1.58293 -0.1 0.0 0.1 0.11
O 0.17376 -0.19738 0.62159 1.1 0.2 -0.7 -0.23
H 2.19337 0.89031 -4.45918 0.0 -0.2 0.3 0.11
H 2.36711 -1.37047 -6.43678 -0.3 0.0 0.1 0.13
H 4.89572 -2.74815 -4.35864 -0.5 0.2 0.5 0.08
O 2.65549 4.45201 -3.11731 0.2 -0.9 -0.3 -0.18
H 0.82651 5.04903 -5.57036 -0.7 0.0 0.2 0.08
H -1.82161 5.96543 6.13569 0.0 -0.1 0.1 0.08
C 3.09427 -7.19863 3.75299 0.5 0.2 1.5 -0.21
O 2.42034 -0.94696 -0.49760 0.0 -0.4 0.5 -0.07
H -5.98906 2.61681 2.09535 -0.3 0.4 0.3 0.08
O -5.96287 0.67790 1.55119 -0.3 0.0 -0.1 -0.20
H 0.28809 5.40574 -2.71351 0.2 0.1 0.0 0.14
H -0.44249 -2.57450 -0.05994 -0.2 0.2 0.3 0.11
H 5.00700 -1.36756 -2.46619 -0.2 -0.4 -0.5 0.12
H -4.71890 5.53640 3.20829 0.1 0.0 0.0 0.07
H 0.86805 -0.96185 -3.74785 -0.1 -0.2 -0.1 0.08
H 3.06922 -8.06726 1.18400 0.0 0.2 0.1 0.07
C 0.39507 4.77653 -3.59959 -1.2 -0.8 0.3 -0.45
C -2.87496 5.88778 5.88498 -0.4 0.1 -0.2 -0.06
H 0.07370 -1.20014 -5.28291 0.0 0.2 -0.4 0.07
H -7.65913 0.32042 -2.49896 0.1 0.1 -0.2 0.07
H -1.98241 -3.26717 1.71336 0.0 0.4 -0.3 0.13
H -8.24520 -1.41838 -0.81259 0.2 0.0 -0.6 0.07
C -6.68113 1.77403 2.09835 0.9 -0.6 -0.3 -0.09
H -0.54811 2.73300 2.91395 -0.2 -0.7 0.0 0.06
H 2.92761 -0.12524 -2.35990 -0.4 -0.7 -0.2 0.11
H -1.61715 0.67228 0.57338 -0.2 0.1 -0.4 0.09
H 1.77020 -1.39800 2.82622 0.0 -0.3 -0.2 0.09
C 3.35863 -0.59772 -1.46829 0.3 1.6 -1.0 -0.25
N -6.78068 0.59882 -2.07338 0.1 0.3 0.2 0.04
H -3.42151 5.25853 6.59268 0.3 -0.1 0.1 0.08
H -3.16510 -1.30078 -2.36153 0.4 0.3 -0.3 0.12
C 1.88752 4.67085 0.91052 0.4 -0.4 1.3 -0.22
H -4.89653 0.11424 0.00282 0.0 -0.2 -0.4 0.12
C 0.80533 -1.72282 2.42297 0.6 0.5 0.2 -0.17
H 0.92678 5.36588 2.71364 -0.1 -1.0 0.4 0.12
H -0.97409 3.40812 -4.67195 0.5 -0.4 0.3 0.07
H -2.57208 6.06738 3.78531 0.2 -0.1 0.0 0.14
H -0.93767 -0.33533 2.32664 -0.2 -0.4 -0.3 0.12
C 4.24191 -1.76450 -1.79864 0.6 0.9 0.8 -0.22
O -1.12215 4.00596 4.41862 -0.4 -0.7 -0.1 -0.21
H 1.77252 -8.96682 1.97543 0.0 0.1 -0.2 0.07
O 3.40447 -1.36484 -4.69137 -0.5 1.1 1.3 -0.18
H 3.67722 -2.59936 -2.21401 0.2 -0.2 0.1 0.12
H -4.73835 -3.18505 -4.17886 0.7 0.1 -0.2 0.12
H 0.79768 7.11070 1.39530 0.2 -0.2 0.1 0.08
O 2.82049 -6.51624 4.96485 -1.3 0.2 0.5 -0.19
H 1.61202 5.99257 -4.65863 -0.4 0.4 0.4 0.08
H 2.92539 0.25312 1.78361 0.4 0.0 -0.2 0.06
H 5.09116 -0.71712 1.62898 0.1 0.6 -0.6 0.11
H -0.36442 1.85390 0.45420 0.7 -0.1 0.0 0.07
H 0.33202 -4.07150 -0.00148 0.3 -0.2 0.5 0.12
H 3.81960 2.81069 -3.74899 -0.3 0.0 0.0 0.09
O 4.99863 -2.08569 -0.61787 -0.4 -0.4 -0.1 -0.07
O -5.39513 -1.25983 -3.90682 0.2 0.0 0.1 -0.10
H 1.41175 -7.65122 0.80176 -0.2 0.0 0.0 0.07
H 3.63119 -3.28252 -5.45510 -0.3 0.1 0.1 0.10
H 0.55809 3.07375 4.24791 0.2 -0.7 -0.2 0.09
C -0.01459 -3.27938 0.67242 -0.7 0.2 -1.5 -0.21
C 1.45100 3.71398 -3.33145 0.4 1.2 0.0 -0.19
H -0.70749 0.80969 -0.95041 0.3 -0.2 -0.1 0.09
C -0.47215 2.79954 4.00092 0.8 1.9 0.5 -0.10
H -5.40086 1.78285 -0.13636 -0.2 0.1 0.1 0.13
H 3.83833 3.12352 -1.98828 -0.5 -0.1 -0.1 0.07
H 0.99023 -7.04526 3.18450 0.3 -0.2 0.5 0.13
C -7.27799 -1.13613 -0.39674 0.1 -0.2 1.8 -0.06
C -4.53697 -2.34679 -3.50035 -1.6 0.3 -0.4 -0.22
H -6.91232 1.43834 3.10222 -0.3 0.4 0.2 0.09
H 4.04147 -6.76236 3.40513 0.0 -0.5 -0.5 0.12
C -0.95428 4.10024 -3.82056 -0.5 0.5 -0.6 -0.07
H 0.56744 0.38544 2.62232 0.3 0.3 -0.6 0.11
C 1.72206 0.28458 -5.24089 -0.5 0.7 0.7 -0.43
N -4.50654 5.28642 4.16494 -0.2 0.1 0.1 0.03
C 5.33584 1.50293 1.69380 1.1 -0.3 -0.3 -0.22
C -2.14685 -5.95479 1.87087 0.3 -0.8 -0.2 -0.12
H 2.72717 4.93815 1.56692 0.3 0.3 -0.5 0.12
H 0.33332 -2.15199 3.31128 -0.5 0.0 -0.3 0.12
```
Forces are in eV/Å.

* SMILES: COC[C@H](C)N.COC[C@H](C)N.COC[C@H](C)N.COC[C@H](C)N.COC[C@H](C)N.COCCNCCOC.OCCO.OCCO.OCCO.OCCO
* total charge: 0
* highest occupied orbital energy: -8.35 eV

ORCA calculation (wB97M-V/def2-TZVPD) on a structure of composition C4H4O2Zn in a non-equilibrium geometry.

```
11
Properties=species:S:1:pos:R:3:forces:R:3:lowdin_spin:R:1
H 1.25590 -2.28813 0.47987 -1.1 -1.6 -1.0 0.02
C -1.76811 0.47527 0.33103 -1.2 0.7 -0.2 0.05
C 1.26950 -1.60521 -0.37608 1.7 2.2 2.3 0.25
H -0.79441 -0.91846 1.62494 0.4 0.3 0.2 0.01
H 0.43696 -0.85478 -1.43300 -0.7 1.3 0.6 0.01
H 2.23626 -1.50377 -0.86981 -0.1 -0.1 -0.4 0.01
O -2.67006 1.04474 0.00609 0.6 -0.4 0.2 0.06
C 0.53336 -0.38140 -0.19417 -0.8 -5.2 -1.8 0.17
Zn 2.03209 1.88001 1.10764 1.6 1.6 0.6 0.15
O 0.82091 0.57536 0.71755 -0.5 2.0 0.4 0.09
C -0.61816 -0.24814 0.77511 0.2 -0.8 -0.9 0.18
```
Forces are in eV/Å.

* multiplicity: 2
* total charge: +3
* highest occupied orbital energy (spin up / spin down): -22.69 / -25.63 eV

ORCA calculation (wB97M-V/def2-TZVPD) on a structure of composition C30H24F3N2O6SSbZr.

```
68
Properties=species:S:1:pos:R:3:forces:R:3:nbo_charge:R:1
C -0.15124 3.92001 1.32983 -0.1 0.0 0.0 0.38
O 0.11409 0.14273 1.47981 0.3 0.2 0.0 -0.85
H 0.15597 4.61200 3.29227 0.0 0.0 0.0 0.26
H 3.84357 0.10762 -3.26680 0.0 0.0 0.0 0.24
Zr 1.41665 1.37101 0.42010 0.1 0.1 0.0 2.36
C 1.63987 -1.46143 -0.50227 0.2 0.1 0.0 -0.23
H -1.40708 1.57996 4.90266 0.0 0.0 0.0 0.23
C -0.83532 -2.23697 4.78175 0.0 0.0 0.1 -0.21
C -1.61610 -2.03514 -0.48081 0.1 0.2 -0.2 -0.30
H 0.28351 4.27685 -3.08209 0.0 0.0 0.0 0.23
C -0.49514 -1.44364 3.69869 0.0 0.1 -0.1 -0.20
H -3.16357 -3.01391 2.39025 0.0 0.0 0.0 0.24
N -0.47138 2.04082 2.62465 -0.1 0.0 0.0 -0.36
H 0.06308 5.64864 0.07798 0.0 0.0 0.0 0.22
C 0.63562 3.94497 -1.01305 0.0 0.3 -0.2 0.51
C -1.59236 -0.28451 5.96143 0.0 0.1 0.0 -0.22
C -0.24741 -1.84033 -4.04039 -0.1 0.0 -0.1 -0.22
C -2.27385 -1.93617 0.74197 0.0 -0.1 -0.1 -0.22
H 1.93770 4.58683 -2.55750 0.0 0.0 0.0 0.24
H 0.65409 5.75904 -2.17645 0.0 0.0 0.0 0.22
C 0.88889 4.70302 -2.28009 0.0 -0.1 0.0 -0.67
F -2.74516 -5.41698 1.54987 0.0 0.0 0.0 -0.32
H -3.22297 -0.70700 -6.22769 0.0 0.0 0.0 0.23
C -0.59300 4.72926 2.50693 -0.1 0.0 -0.1 -0.67
O 3.62207 1.47159 -0.15334 0.0 -0.1 -0.2 -1.03
C 1.06620 -0.52521 -1.38044 0.0 0.0 0.1 -0.47
N -0.06665 2.61365 1.42088 0.3 0.1 0.3 -0.50
C 1.87727 0.03765 -2.38080 0.1 0.0 0.1 -0.20
C -1.25472 0.50987 4.87954 0.0 0.0 0.0 -0.18
C -1.73212 -4.44283 -0.33136 0.0 0.0 -0.1 -0.29
H -0.68496 5.77907 2.24125 0.0 0.0 0.0 0.22
F -1.58250 -2.34500 -7.35022 0.0 0.0 0.0 -0.32
H 3.43618 -2.51286 0.07513 0.0 0.0 0.0 0.25
O 2.71482 2.94141 1.39625 -0.2 0.1 -0.1 -1.00
C -0.37626 -2.31495 -5.33785 0.1 0.0 0.0 -0.27
C -0.34874 0.75521 2.56465 0.0 0.2 0.0 0.54
C -2.66092 -3.07529 1.43422 0.0 0.0 0.1 -0.29
C -2.25523 -0.54866 -4.29925 0.1 -0.1 0.1 -0.21
H -0.86440 -3.39463 -1.97307 0.0 0.0 0.0 0.22
C -0.70860 -0.06744 3.73640 0.0 -0.3 0.0 -0.05
H 1.04630 -1.89897 0.29062 -0.1 0.0 -0.1 0.25
H -1.53829 -5.42995 -0.72919 0.0 0.0 0.0 0.23
F 5.01170 -1.59660 -1.74330 0.0 0.0 0.0 -0.30
C -2.39900 -1.01545 -5.59865 -0.1 0.0 0.0 -0.27
C -1.38804 -1.65730 5.91641 0.0 0.0 -0.1 -0.20
S 3.74279 1.83127 1.31258 -0.1 -0.1 0.0 2.53
C -1.18717 -0.95990 -3.50547 0.1 0.0 0.2 -0.37
O 5.03650 2.09271 1.82335 0.0 0.0 0.0 -0.89
H -2.01665 0.17095 6.84675 0.0 0.0 0.0 0.22
H 0.60480 -2.15530 -3.45020 0.0 0.0 0.0 0.22
C -1.45480 -1.89244 -6.08977 0.0 0.0 0.0 0.40
C 3.20377 -0.32990 -2.51315 0.0 0.0 -0.1 -0.25
C 0.19208 4.57846 0.11721 0.0 -0.2 0.0 -0.42
O 2.94712 0.69305 1.93049 0.0 0.0 0.0 -1.01
H 1.47146 0.78238 -3.05494 0.0 0.0 0.0 0.24
H -1.65407 -2.27108 6.76703 0.0 0.0 0.0 0.22
H 0.34334 -2.99846 -5.76819 0.0 0.0 0.0 0.23
O 0.87683 2.66316 -1.09180 0.1 -0.1 0.4 -0.82
H -2.98717 0.14419 -3.90060 0.0 0.0 0.0 0.22
H -1.53439 4.35526 2.90437 0.0 0.0 0.0 0.25
H -2.47921 -0.96229 1.16969 0.0 0.0 0.0 0.22
C 2.97525 -1.81941 -0.61440 0.0 0.0 0.0 -0.25
C 3.72636 -1.25357 -1.62733 0.0 0.0 0.0 0.45
Sb -1.08125 -0.21428 -1.48632 -0.3 -0.2 -0.1 1.19
H -0.05750 -1.87715 2.81011 0.0 0.0 0.0 0.23
H -0.66631 -3.30525 4.74354 0.0 0.0 0.0 0.22
C -1.35680 -3.29537 -1.01477 -0.1 0.0 0.1 -0.23
C -2.37756 -4.30697 0.88290 0.0 0.0 0.0 0.41
```
Forces are in eV/Å.

* total charge: 0
* highest occupied orbital energy: -8.37 eV

The highest total charge belongs to which entry? C4H4O2Zn

What is the total charge in the third record? 0

The highest total charge belongs to which entry? C4H4O2Zn